Here is a 14-piece molecular cluster, C51H107N5O23 overall in a non-equilibrium geometry from the OMol25 dataset. Energies are from ωB97M-V/def2-TZVPD.

Values from the calculation:
**Gap between HOMO and LUMO**: 9.4 eV
**LUMO**: 0.0093 Eh
**E_HOMO**: -9.13 eV

Geometry (Å):
C1 -4.02803 0.04349 5.83923
O1 -4.59838 0.73422 5.07212
N1 -4.46311 -0.44402 7.00927
C2 -3.76105 -1.51935 7.72852
C3 -5.70736 -0.03573 7.58653
H1 -3.01360 -0.33729 5.64394
H2 -4.29755 -2.46169 7.61780
H3 -3.50840 -1.22698 8.74773
H4 -2.78952 -1.66874 7.25745
H5 -6.50001 -0.64264 7.14895
H6 -5.65743 -0.41249 8.60812
H7 -5.88528 1.03900 7.62408
C4 -2.02504 7.44086 4.41306
O2 -1.32201 8.33452 4.96129
N2 -1.99594 7.26144 3.04829
C5 -2.77319 6.21276 2.43218
C6 -1.10975 7.93288 2.22485
H8 -2.69734 6.78118 4.98317
H9 -3.41103 5.74516 3.18225
H10 -2.03189 5.54616 1.99150
H11 -3.20124 6.65890 1.53450
H12 -0.43019 8.70678 2.58176
H13 -0.44214 7.17674 1.81174
H14 -1.44605 8.48209 1.34543
C7 6.61084 -0.90689 -4.74724
O3 5.53004 -0.91243 -4.16157
N3 7.80632 -0.82132 -4.04355
C8 9.04578 -0.66327 -4.84067
C9 7.92031 -0.53213 -2.63230
H15 6.71101 -0.92756 -5.84348
H16 9.21011 -1.26234 -5.73633
H17 9.92871 -0.78308 -4.21283
H18 9.07577 0.39963 -5.08034
H19 8.24855 -1.39416 -2.05155
H20 8.56691 0.33346 -2.48830
H21 6.91208 -0.35117 -2.25971
C10 1.10831 -3.27500 -8.01105
O4 0.98098 -2.25123 -8.72414
N4 1.87751 -3.41425 -6.85943
C11 2.05369 -4.65415 -6.07294
C12 2.64216 -2.30657 -6.27628
H22 0.55299 -4.21893 -8.12425
H23 1.48855 -5.47206 -6.51987
H24 1.88511 -4.65358 -4.99606
H25 3.11099 -4.91091 -6.13855
H26 2.47479 -1.34939 -6.77013
H27 2.34996 -2.16979 -5.23513
H28 3.70264 -2.54089 -6.18361
C13 -1.51151 -6.43306 -0.49066
O5 -2.66582 -6.83931 -0.38584
N5 -0.48239 -7.10765 0.08315
C14 0.87215 -6.68619 -0.08185
C15 -0.59138 -8.42990 0.68482
H29 -1.19199 -5.60237 -1.13879
H30 1.36058 -7.36630 -0.77970
H31 1.34563 -6.65219 0.89935
H32 0.93696 -5.64739 -0.40557
H33 -1.61592 -8.80145 0.70408
H34 0.07890 -9.19390 0.29095
H35 -0.46419 -8.42616 1.76736
O6 -1.37437 1.59445 7.15229
C16 -1.87873 2.61356 6.63622
O7 -1.88931 3.78734 7.17999
C17 -1.53602 4.01012 8.52075
C18 -1.53505 5.55102 8.77775
C19 -2.17249 2.79482 5.13435
H36 -0.66590 3.42660 8.82158
H37 -2.39801 3.64874 9.08153
H38 -1.26816 5.78916 9.80739
H39 -2.54398 5.96350 8.77426
H40 -0.86323 6.10416 8.12140
H41 -1.65372 1.98524 4.62098
H42 -1.77747 3.74827 4.78365
H43 -3.23443 2.66583 4.92519
O8 -6.50597 -4.32194 3.45912
C20 -6.22842 -3.11037 3.65178
O9 -4.93774 -2.58869 3.55160
C21 -3.84586 -3.44519 3.17386
C22 -3.46992 -3.32038 1.67324
C23 -7.29456 -2.01392 3.59807
H44 -4.04076 -4.49938 3.37083
H45 -2.98102 -3.30791 3.82294
H46 -2.39186 -3.36225 1.51788
H47 -3.72492 -2.34386 1.26157
H48 -3.95494 -4.13957 1.14242
H49 -8.11828 -2.47507 4.14297
H50 -7.59537 -1.86226 2.56143
H51 -6.95556 -1.11200 4.10771
O10 -2.20966 -1.90460 -3.54938
C24 -1.99197 -3.13245 -3.51421
O11 -2.82795 -4.19805 -3.78679
C25 -4.12301 -4.02023 -4.27608
C26 -4.25539 -3.29137 -5.64327
C27 -0.54562 -3.51156 -3.09215
H52 -4.63139 -3.44221 -3.50436
H53 -4.65232 -4.96994 -4.19871
H54 -3.48468 -2.52821 -5.75143
H55 -5.27904 -2.99332 -5.87002
H56 -3.90301 -3.92439 -6.45765
H57 -0.28589 -4.56949 -3.05445
H58 -0.34675 -3.01366 -2.14313
H59 0.15241 -3.03897 -3.78317
O12 2.34737 1.99619 2.49223
C28 2.71831 0.82139 2.75620
O13 2.34220 0.15430 3.89185
C29 1.59035 0.85907 4.87425
C30 2.62582 1.69209 5.65568
C31 3.76027 -0.02260 1.95186
H60 1.07636 0.10535 5.47076
H61 0.82154 1.37417 4.29832
H62 3.01217 2.57347 5.14382
H63 3.32787 1.03027 6.16283
H64 2.00790 2.27727 6.33674
H65 4.01444 0.57363 1.07550
H66 3.39567 -1.04792 1.88963
H67 4.63530 -0.04495 2.60142
O14 2.26872 3.77256 -3.14910
C32 2.28377 3.30167 -2.02797
O15 3.09859 2.39527 -1.41994
C33 4.17178 1.89739 -2.05088
C34 5.47329 2.63542 -1.88312
C35 1.54305 4.07443 -0.91736
H68 3.96334 1.83452 -3.11892
H69 4.42003 0.89592 -1.69942
H70 6.06405 2.37628 -2.76172
H71 6.01028 2.34344 -0.98063
H72 5.50582 3.72051 -1.98121
H73 1.71662 3.52933 0.01045
H74 0.48102 4.06753 -1.16259
H75 1.75974 5.14021 -0.84478
O16 -5.63095 3.16429 -4.97076
C36 -4.98329 4.15630 -5.09829
O17 -3.69491 4.18843 -4.90039
C37 -2.93937 3.03440 -4.44354
C38 -2.89828 3.13506 -2.94752
C39 -5.58448 5.36209 -5.78971
H76 -2.04273 3.26252 -5.01981
H77 -3.39725 2.14510 -4.87667
H78 -2.37230 2.24550 -2.60094
H79 -3.88148 3.14256 -2.47704
H80 -2.36515 4.05003 -2.68924
H81 -5.63700 5.15001 -6.85759
H82 -4.84662 6.16437 -5.78558
H83 -6.47057 5.87937 -5.42182
O18 4.36444 0.51898 -7.73082
C40 4.08326 1.58471 -7.17169
O19 4.32336 2.77702 -7.68169
C41 4.96843 2.86902 -8.97068
C42 6.50118 3.04233 -8.74426
C43 3.37416 1.63739 -5.75291
H84 4.56521 3.71728 -9.52383
H85 4.90816 1.92368 -9.50994
H86 6.80566 2.29765 -8.00885
H87 6.60878 3.87959 -8.05468
H88 7.02365 3.18965 -9.68948
H89 4.12176 1.24574 -5.06312
H90 2.57894 0.89221 -5.73228
H91 3.12610 2.68035 -5.55593
O20 -0.73484 -2.65308 4.99758
C44 0.50624 -2.61334 5.11841
O21 1.34663 -2.97639 4.16063
C45 0.77639 -3.51548 2.97247
C46 0.39724 -4.91954 3.13053
C47 1.18433 -2.38901 6.44549
H92 1.54603 -3.29782 2.23195
H93 -0.01299 -2.88393 2.56487
H94 -0.39873 -5.07765 3.85822
H95 1.28146 -5.52335 3.33463
H96 -0.10480 -5.45555 2.32508
H97 1.86549 -3.16058 6.80438
H98 0.36736 -2.17949 7.13596
H99 1.74681 -1.45639 6.48940
O22 -0.24861 -1.83508 -0.04541
C48 -0.21623 -0.77636 -0.62586
O23 -1.07635 0.19236 -0.45683
C49 -2.04128 0.10376 0.55292
C50 -1.42419 0.84100 1.72550
C51 0.77153 -0.48781 -1.71450
H100 -2.49654 -0.85693 0.79357
H101 -2.82918 0.69162 0.08202
H102 -0.54252 0.54567 2.29429
H103 -2.18431 0.84407 2.50672
H104 -1.07236 1.85175 1.51882
H105 0.91761 0.59182 -1.68055
H106 0.32886 -0.67358 -2.69309
H107 1.75278 -0.95812 -1.65081

Forces on the atoms, in the same order (eV/Å):
2.4 -2.6 1.3
-2.0 2.3 -1.7
0.4 -0.1 1.0
0.7 0.7 -1.1
-0.4 -1.0 0.8
0.2 0.0 -0.2
-0.2 0.0 0.5
-0.5 -0.1 0.1
0.0 0.0 -0.2
-0.5 0.6 -0.3
-0.2 0.4 0.2
0.0 -0.2 -0.5
2.4 3.0 -0.1
-1.9 -2.5 -0.9
-1.9 0.0 3.1
1.3 0.5 -0.6
2.8 0.9 -2.1
0.1 0.0 -0.3
-0.2 0.0 -0.6
-0.2 -0.9 0.2
-1.1 -0.2 0.3
-0.4 -0.4 1.4
0.4 -0.1 -0.3
-1.3 -0.4 -0.1
0.0 0.4 2.5
0.6 0.0 -0.9
0.3 -0.9 -2.3
0.0 1.2 0.9
-1.0 -0.3 0.0
0.1 -0.1 0.1
-0.7 -0.2 0.2
-0.2 -0.4 0.2
0.3 0.1 -0.6
0.5 0.0 -0.1
0.0 0.0 0.2
0.0 0.4 0.0
0.2 1.7 0.4
0.6 -2.8 2.0
-0.1 0.9 0.4
0.4 -0.2 -1.5
-0.3 0.1 0.2
-0.1 0.1 -0.7
-0.1 0.1 0.0
-0.7 0.8 0.0
0.2 -0.2 -0.2
0.1 -0.4 -0.4
-0.4 0.0 0.2
0.1 0.0 -0.5
-1.3 -2.0 0.2
0.8 1.0 -0.3
0.3 -0.4 0.1
0.3 0.6 0.2
-1.4 -0.1 1.0
-0.1 0.2 0.4
0.5 0.2 0.1
0.4 -0.4 -0.1
-0.2 -0.1 -0.4
-0.1 0.2 -1.0
0.1 0.3 -0.4
0.8 0.5 0.2
-1.8 2.0 -0.8
2.8 -2.5 -1.2
-0.5 1.7 0.0
-1.2 1.0 1.5
0.3 -0.7 0.3
0.0 -1.1 0.6
0.2 0.3 -0.2
0.2 -0.4 0.4
0.5 -0.4 0.1
-0.1 -0.2 -0.8
-0.2 -0.1 -0.1
-0.1 0.0 0.0
-0.2 0.0 0.2
0.0 0.2 0.0
1.2 3.8 1.3
0.5 -2.7 -3.0
-1.3 -0.6 0.5
0.7 -1.0 -0.4
-0.2 0.1 0.7
0.6 -1.1 1.3
-0.8 0.0 -0.1
-0.1 1.0 0.1
0.1 -0.4 0.2
-0.5 -0.1 0.1
0.0 0.3 -0.3
-0.3 0.4 -0.1
0.2 0.1 0.1
-0.1 0.1 -0.3
-0.7 -3.5 -0.3
0.6 2.0 0.2
2.9 0.9 0.2
-2.0 1.7 0.1
1.3 -1.2 0.0
-0.7 -0.1 -0.3
-0.2 0.5 -0.1
0.5 -0.3 -0.5
-0.7 0.7 0.6
0.2 0.3 0.2
-0.4 -0.7 0.0
-0.4 0.0 0.1
-0.2 -0.3 0.2
-0.2 0.0 -0.3
1.1 -3.9 0.7
-0.5 2.3 0.1
0.7 -0.6 -2.0
0.8 0.6 -0.7
-2.4 0.8 0.4
-1.1 1.5 1.5
0.3 0.2 0.1
0.0 0.7 0.5
0.7 -0.8 -0.8
0.1 0.4 -0.1
0.1 -0.4 1.1
-0.2 -0.7 -0.3
0.1 0.2 -0.6
0.1 -0.1 0.0
0.7 -2.2 0.5
0.2 3.7 1.0
-2.7 1.2 1.0
2.3 -1.2 -2.4
1.0 0.7 -0.4
-0.8 -1.5 -0.1
0.0 -0.2 0.0
-0.7 -0.3 0.0
0.4 -0.5 0.1
0.0 0.1 0.0
-0.7 0.2 0.4
-0.2 0.4 0.2
-0.2 -0.2 0.1
0.7 -0.3 -0.2
-1.0 -1.5 0.8
-1.4 -0.1 -1.2
0.9 1.6 -0.2
-1.2 0.9 -1.2
0.7 -0.6 -0.1
1.7 1.6 -0.2
0.6 -0.6 0.8
-0.1 -0.1 0.4
0.2 0.1 0.4
-0.1 0.0 -0.3
0.1 -0.1 0.2
-0.5 -0.4 0.1
0.3 0.1 0.2
-0.3 -1.0 0.2
-0.3 1.9 1.0
-0.7 -2.9 0.6
-0.1 0.9 -0.5
1.9 -0.7 0.0
-1.7 0.8 1.5
1.5 0.0 -2.0
-0.3 -0.2 0.3
-0.8 0.1 0.0
0.5 -0.9 -1.0
0.2 0.9 -0.6
0.3 -0.4 0.4
0.1 0.2 0.1
-0.2 0.5 -0.2
-0.4 -0.4 0.4
2.8 0.5 0.1
-2.5 -1.4 0.4
0.1 0.2 0.4
0.0 1.9 -1.9
-0.6 -2.1 0.2
-0.5 1.3 0.5
0.3 -0.7 -0.1
-0.5 0.0 0.6
0.5 0.3 0.8
-0.1 -0.1 0.5
0.3 0.7 -0.9
-0.3 -0.2 -0.4
0.1 -0.5 0.2
0.3 -0.1 -0.4
-0.1 -0.3 0.7
0.8 -1.5 -0.8
0.6 -0.1 -1.5
0.0 1.3 0.7
-0.8 0.6 1.7
0.1 1.4 -0.3
0.8 -0.2 -0.2
-0.3 0.2 0.6
0.2 -1.5 -0.6
-0.2 0.5 0.1
-0.8 0.3 -0.6
0.3 0.1 -0.2
-0.1 -0.2 0.1
-0.4 -0.3 0.3

=====

Here is C33H33N6O6PS4Yb as an isolated structure in a non-equilibrium geometry from the OMol25 dataset. Energies are from ωB97M-V/def2-TZVPD.

Values from the calculation:
**Total charge**: -1
**Spin multiplicity**: 2
**Gap between HOMO and LUMO (alpha / beta)**: 4.8 / 4.9 eV
**LUMO (alpha / beta)**: 0.0361 / 0.0412 Eh
**ΔE to the lowest compared entry with this formula, charge and spin**: 37.9 kcal per mole
**E_HOMO (alpha / beta)**: -3.77 / -3.77 eV

Geometry (Å):
Yb1 -3.40528 0.29803 0.94864
S1 -6.58700 3.02333 2.85350
C1 -5.57550 1.68856 2.83808
S2 -3.95908 1.54600 3.62529
S3 -6.14505 0.38928 1.87961
O1 3.63157 4.00043 2.61952
C2 3.56662 2.99312 1.95472
C3 4.49767 1.92656 1.65972
C4 5.67254 1.88373 2.41838
C5 6.52609 0.78810 2.29732
C6 6.36328 -0.20218 1.35203
C7 5.20505 -0.09939 0.53237
C8 4.23080 0.92198 0.75795
P1 2.62986 0.92742 0.09095
C9 2.42609 -0.51202 -0.86544
C10 2.18005 -0.45402 -2.24321
C11 1.58381 -1.52496 -2.87782
C12 1.44850 -2.75791 -2.16459
C13 1.77716 -2.80843 -0.80410
C14 2.36451 -1.71516 -0.18789
C15 2.79789 2.13525 -1.25923
C16 1.55664 2.76274 -1.56205
C17 1.52847 3.89746 -2.32872
C18 2.80627 4.40490 -2.71515
C19 4.00771 3.70206 -2.57027
C20 3.99097 2.57183 -1.75502
H1 5.78436 2.58685 3.22468
H2 7.36573 0.73801 2.94217
H3 7.03113 -1.09212 1.27171
H4 5.03633 -0.76925 -0.34753
H5 2.41627 0.49590 -2.74597
H6 1.23313 -1.43640 -3.92393
H7 0.99967 -3.62726 -2.62887
H8 1.60398 -3.70081 -0.23666
H9 2.79485 -1.70577 0.82472
H10 0.70569 2.37814 -1.05668
H11 0.57058 4.39378 -2.51054
H12 2.82691 5.41535 -3.07315
H13 4.90119 3.98624 -3.17924
H14 4.92713 1.98866 -1.67863
C21 -2.33888 -4.35722 -0.80831
N1 -2.37518 -3.03140 -1.42454
C22 -1.92625 -2.97204 -2.72291
C23 -2.08193 -1.80174 -3.40933
C24 -2.70287 -0.70479 -2.77201
N2 -2.94464 -0.73088 -1.47248
C25 -2.97069 -1.91271 -0.80190
O2 -3.41862 -2.01046 0.40236
N3 -3.04758 0.37116 -3.52082
H15 -2.59858 -5.14068 -1.50277
H16 -2.94902 -4.38565 0.09662
H17 -1.33034 -4.62365 -0.44676
H18 -1.51564 -3.90231 -3.10849
H19 -1.86985 -1.80112 -4.52537
H20 -2.81393 0.30057 -4.49177
H21 -3.29367 1.28466 -3.14266
N4 -1.25655 0.08144 2.12047
C26 -0.80009 -1.17817 2.54127
C27 0.44884 -1.67418 2.21167
C28 0.79319 -2.98679 2.34816
C29 -0.21129 -3.89965 2.73208
C30 -1.35547 -3.40189 3.33773
C31 -1.65833 -2.06110 3.18662
S4 -0.07640 -5.61575 2.29393
O3 0.63971 -5.53339 0.98325
O4 -1.45351 -6.02162 2.11025
O5 0.68977 -6.38156 3.33013
H22 -1.57855 0.71354 2.86686
H23 -0.61952 0.52088 1.45237
H24 1.12826 -0.90510 1.95482
H25 1.80240 -3.36761 2.23503
H26 -2.03455 -4.04753 3.86038
H27 -2.68972 -1.71893 3.50833
C32 -4.79079 4.02206 -1.52562
N5 -3.96201 4.45721 -0.43830
C33 -3.53896 3.54342 0.48336
N6 -3.23090 3.96443 1.73020
O6 -3.39937 2.32241 0.14351
H28 -5.82878 4.21088 -1.37506
H29 -4.61081 2.92903 -1.67962
H30 -4.52983 4.50738 -2.49382
H31 -4.26215 5.40934 -0.12530
H32 -3.45830 4.89774 2.06574
H33 -3.29524 3.19376 2.41605

Forces on the atoms, in the same order (eV/Å):
-1.5 -0.8 1.2
0.6 0.6 0.6
0.1 0.1 -0.4
-0.7 0.0 -0.5
0.7 -0.9 -0.4
0.3 -2.1 -1.4
-1.3 2.3 1.1
1.8 0.2 1.3
-0.2 -1.1 0.0
0.2 0.7 0.2
-1.5 -0.4 -1.2
0.0 0.2 -0.2
2.5 -1.6 -0.1
-1.6 1.4 -0.6
0.8 -1.3 -1.2
-0.5 0.7 0.1
0.2 -1.5 -0.1
-0.5 1.6 0.2
0.7 -0.3 -0.7
-0.1 0.1 0.1
-1.7 0.6 1.4
1.7 -0.2 0.1
1.3 0.3 0.2
-0.9 0.0 -0.2
-0.5 0.4 -0.6
1.2 -0.3 -1.5
0.3 0.3 0.0
0.7 0.0 0.6
-0.5 1.1 0.0
0.1 0.3 1.2
-0.5 -0.7 0.0
0.5 -0.2 0.6
0.0 0.0 0.0
0.0 -0.6 0.2
-0.7 -0.5 -0.3
-0.9 -0.3 0.1
0.6 0.2 0.0
0.1 0.2 -0.8
-0.7 0.0 1.1
-0.6 0.3 0.4
0.8 -0.3 1.6
-0.1 -0.2 -0.9
-0.9 1.3 1.3
0.3 -1.3 -2.3
0.1 0.2 0.4
-0.9 0.2 0.2
0.4 -1.3 2.3
1.2 0.2 -3.5
0.2 0.1 0.3
-0.5 0.0 -0.3
-0.1 0.1 -0.4
-0.1 0.4 -0.1
-0.1 0.4 -0.1
-0.1 0.2 1.7
0.1 0.3 -0.1
0.1 -0.7 0.1
0.2 1.1 -0.3
-0.8 -1.9 0.3
0.0 1.1 0.5
-0.7 -1.3 0.4
0.7 0.6 0.7
0.4 0.1 -0.6
-1.9 1.0 0.6
2.3 -1.8 -0.2
-0.4 0.1 1.2
-0.5 -0.1 0.3
-1.3 1.6 -1.6
0.4 -0.2 -0.3
0.1 0.1 0.7
1.0 0.4 -0.5
-0.1 0.1 -0.6
-0.3 -0.3 -0.2
1.3 -0.2 -0.3
1.0 -1.3 -1.9
-0.6 1.7 0.3
0.1 -0.4 0.6
0.1 -0.1 -0.9
0.0 2.5 -0.1
-0.8 -0.1 0.4
-0.4 0.9 0.3
0.1 -0.1 0.7
0.8 -1.5 0.2
-0.2 -0.6 -0.4
0.0 0.1 0.4

=====

Here is a 2-piece molecular cluster, C17H29N3O5 overall in a non-equilibrium geometry from the OMol25 dataset. Energies are from ωB97M-V/def2-TZVPD.

Values from the calculation:
**Gap between HOMO and LUMO**: 7.8 eV
**LUMO**: -0.0108 Eh
**ΔE to the lowest compared entry with this formula, charge and spin**: 96.0 kcal per mole
**E_HOMO**: -8.10 eV
**Structure (SMILES)**: CCO[C@@H]1C=CC=C(C(=O)[O-])[C@H]1[NH3+].CNC(=O)[C@@H](NC(C)=O)C(C)C

Geometry (Å):
C1 0.02919 -1.90037 -1.31889
C2 -1.08107 -1.58261 -0.32913
O1 -2.26051 -2.28320 -0.74412
C3 -3.32244 -2.29324 0.22395
C4 -3.07376 -3.36679 1.25097
C5 -4.12459 -3.92786 1.93506
C6 -5.49978 -3.56814 1.59821
C7 -5.81232 -2.88390 0.42602
C8 -7.23968 -2.67538 0.06441
O2 -7.51945 -2.27899 -1.09823
O3 -8.10460 -2.91845 0.94430
C9 -4.66992 -2.50925 -0.51046
N1 -4.96458 -1.27696 -1.25603
H1 0.96461 -1.43034 -1.00768
H2 0.18763 -2.98186 -1.37078
H3 -0.23712 -1.53557 -2.31513
H4 -1.27027 -0.50507 -0.31426
H5 -0.77132 -1.88839 0.67528
H6 -3.35891 -1.33139 0.74755
H7 -2.05696 -3.66353 1.48730
H8 -3.93543 -4.65272 2.72273
H9 -6.29015 -3.90938 2.26426
H10 -4.54111 -3.34095 -1.21452
H11 -4.23433 -1.12683 -1.95091
H12 -5.87441 -1.38138 -1.72080
H13 -5.00161 -0.48607 -0.61798
C10 4.52131 4.29323 -1.16890
N2 4.08241 4.20310 0.22407
C11 3.55927 3.15227 0.86498
O4 3.30381 3.26038 2.05705
C12 3.28051 1.83107 0.12092
N3 3.75696 0.66369 0.88651
C13 5.01066 0.22965 1.00399
C14 6.13398 0.95620 0.28945
O5 5.25987 -0.76309 1.66782
C15 1.78706 1.65312 -0.23271
C16 0.84320 1.63368 0.97827
C17 1.28725 2.71862 -1.21300
H14 3.67050 4.18802 -1.84287
H15 5.26033 3.52019 -1.38718
H16 4.98174 5.26748 -1.34328
H17 4.20759 5.01796 0.80719
H18 3.81988 1.84426 -0.82265
H19 3.08460 0.16773 1.45074
H20 6.19944 1.97719 0.65828
H21 5.95450 0.94763 -0.78238
H22 7.06963 0.44030 0.49989
H23 1.69050 0.69476 -0.73967
H24 -0.17439 1.42518 0.64918
H25 1.14647 0.86019 1.68323
H26 0.85209 2.59902 1.48566
H27 0.25257 2.50760 -1.48441
H28 1.33318 3.70900 -0.75982
H29 1.88797 2.70019 -2.12147

Forces on the atoms, in the same order (eV/Å):
-0.2 -0.1 0.0
0.2 -0.3 -0.3
-0.5 0.5 0.0
0.2 -0.9 -0.2
-1.7 -1.0 1.2
1.5 1.0 -1.3
-0.2 1.1 -1.9
1.5 -1.2 2.8
-3.1 -0.2 1.0
1.4 0.6 -1.0
1.5 0.1 -0.6
0.6 -1.0 1.3
0.4 0.2 -0.7
-0.1 0.0 0.0
0.0 0.2 0.0
0.1 -0.1 0.1
-0.1 0.1 0.1
-0.2 0.0 0.0
0.0 0.3 0.0
0.0 0.2 -0.1
0.0 0.1 -0.2
-0.1 0.3 -0.4
0.0 0.3 -0.2
0.1 0.1 0.1
-1.2 -0.4 0.2
-0.1 0.1 0.0
-0.2 -0.2 0.3
0.6 0.8 -1.2
-0.5 -0.4 1.3
-0.1 -0.4 -0.1
0.3 -0.4 0.1
-1.6 1.4 -0.7
1.6 -0.9 0.3
-0.3 -0.1 0.2
-0.1 -0.1 0.1
-0.6 0.4 0.2
0.5 0.0 -0.1
0.4 -0.3 0.1
0.1 0.0 -0.1
0.0 0.1 -0.1
-0.1 -0.2 0.1
-0.1 -0.2 0.0
0.1 0.0 -0.2
0.1 0.0 0.1
0.0 0.2 -0.1
0.0 0.2 -0.2
-0.2 0.0 0.0
0.2 -0.2 0.0
0.0 0.0 0.0
-0.2 0.1 0.2
0.0 -0.1 0.1
0.0 0.1 0.0
0.0 0.1 -0.1
0.0 0.2 -0.1

=====

no.,E (Ha)
1,-4011.6109
2,-5150.2106
3,-1205.6064